Entry w
Density functional theory data (the ωB97M-V functional and the def2-TZVPD basis) for the molecule C8H8.

Last column: natural (NBO) charge in e.
Atoms and positions in Å:
C: -2.2230 1.0737 0.0836  -0.4364
C: -1.2605 0.1937 0.1303  0.0723
C: -1.1589 -1.0932 -0.4605  -0.2814
C: -0.0536 -1.8117 -0.1513  -0.1247
C: 0.9032 -1.0076 0.6943  -0.3077
C: 1.4343 0.2882 0.2029  0.0282
C: 2.1440 0.8668 -0.7366  -0.3742
C: 0.3206 0.3166 1.1514  -0.2558
H: -2.1334 1.9315 0.5859  0.2082
H: -2.9594 0.7482 -0.5916  0.2048
H: -1.8825 -1.5453 -1.0120  0.2140
H: 0.2257 -2.8002 -0.3853  0.2129
H: 1.5043 -1.7083 1.4676  0.2224
H: 2.1233 1.8552 -0.9400  0.1929
H: 2.7820 0.3311 -1.2498  0.1866
H: 0.1997 0.7955 2.0916  0.2379

HOMO energy: -0.3132 hartree
SMILES: C=C1C=C[C@H]2C(=C)[C@@H]12

Entry x
Density functional theory data (the ωB97M-V functional and the def2-TZVPD basis) for a structure of composition C8H8.

Last column: natural (NBO) charge in e.
Atoms and positions in Å:
C: -2.6174 -0.4952 -0.2228  -0.3616
C: -1.5072 -1.2637 -0.0874  -0.2795
C: -0.1170 -1.0284 0.0314  -0.1843
C: 0.8526 -0.1070 -0.4040  -0.0934
C: 0.6031 1.3812 -0.5688  -0.2027
C: -0.1290 1.9663 0.3033  -0.3814
C: 2.1552 -0.6396 -0.1465  -0.0911
C: 3.2734 -0.9077 -0.0383  -0.1993
H: -3.7517 -1.1636 -0.2704  0.2132
H: -2.7557 0.7394 -0.1112  0.2308
H: -1.6889 -2.4559 0.1176  0.2188
H: 0.4466 -1.9205 0.2253  0.2131
H: 1.4394 2.3348 -1.2695  0.2343
H: -0.6396 1.7779 1.2644  0.2306
H: 0.1720 3.2808 0.5224  0.1778
H: 4.2641 -1.4989 0.6545  0.2747

HOMO energy: -0.3059 hartree

Entry y
Density functional theory data (the ωB97M-V functional and the def2-TZVPD basis) for the molecule C8H8.

Last column: natural (NBO) charge in e.
Atoms and positions in Å:
C: 1.0760 1.3204 0.7086  -0.2203
C: 1.9432 0.4250 0.1473  -0.1576
C: -0.3225 1.3399 0.0355  -0.0399
C: -1.8799 1.4305 0.1374  -0.0054
C: -0.1494 0.3296 -0.9709  -0.2619
C: -1.3496 0.0569 -0.0846  -0.0576
C: 1.2021 -0.2740 -0.8604  -0.4877
C: -1.6421 -1.2325 0.6235  -0.6551
H: 1.1883 2.0923 1.5032  0.2283
H: -0.6330 0.5553 -1.9540  0.2321
H: 2.9994 0.2091 0.5651  0.2422
H: 1.7888 -0.4996 -1.7678  0.2401
H: 0.9868 -1.2915 -0.6389  0.2340
H: -1.3597 -1.0200 1.7422  0.2362
H: -1.0942 -2.1080 0.2127  0.2215
H: -2.7543 -1.3334 0.6011  0.2510

HOMO energy: -0.3055 hartree

Relative stability in hartree, measured from the most stable structure: entry w 0.0000; entry x 0.1760; entry y 0.0455

Entry w
Density functional theory data (the ωB97M-V functional and the def2-TZVPD basis) for the molecule C3H7BrO2S.

Last column: natural (NBO) charge in e.
Atoms and positions in Å:
C: 0.4379 1.3704 -0.5019  -0.6187
C: 0.0748 0.1823 0.4235  -0.4267
C: 1.1915 -0.8735 0.3010  -0.6209
S: -1.3986 -0.7228 -0.1029  2.0055
O: -1.6422 -1.8862 0.7400  -0.8639
O: -1.4555 -1.0373 -1.5560  -0.8521
Br: -3.3963 0.7464 0.4089  -0.2918
H: 0.4628 0.9869 -1.5489  0.2389
H: -0.0386 2.3003 -0.3043  0.2395
H: 1.4316 1.5637 -0.1219  0.2162
H: 0.0219 0.6345 1.4932  0.2761
H: 1.1011 -1.7585 0.9986  0.2474
H: 2.0222 -0.2685 0.4813  0.2221
H: 1.1874 -1.2378 -0.7106  0.2284

HOMO energy: -0.3840 hartree
SMILES: CC(C)S(=O)(=O)Br

Entry x
Density functional theory data (the ωB97M-V functional and the def2-TZVPD basis) for the molecule C3H7BrO2S.

Last column: natural (NBO) charge in e.
Atoms and positions in Å:
C: 0.1723 -1.4217 0.4936  -0.6498
C: 0.3248 -0.2332 -0.4689  -0.2883
C: 1.1917 1.0158 -0.3571  -0.6466
S: -1.2990 0.6240 0.1210  1.8793
O: -1.5369 1.9518 -0.5537  -0.8857
O: -1.2121 0.6703 1.5812  -0.9069
Br: -2.8073 -0.8302 -0.4501  -0.1298
H: 1.0242 -2.1318 0.2874  0.2218
H: 0.2581 -1.1646 1.4737  0.2411
H: -0.7239 -2.0193 0.2423  0.2434
H: 0.2895 -0.4179 -1.4641  0.2184
H: 2.1853 0.7449 -0.5210  0.2239
H: 1.2344 1.3440 0.6043  0.2246
H: 0.8987 1.8680 -0.9884  0.2546

HOMO energy: -0.3930 hartree
SMILES: CC(C)S(=O)(=O)Br

Relative stability in hartree, measured from the most stable structure: entry w 0.0000; entry x 0.0089

Entry w
Density functional theory data (the ωB97M-V functional and the def2-TZVPD basis) for a cluster of 2 separate species, C4H8O4 in total.

Last column: natural (NBO) charge in e.
Atoms and positions in Å:
C: -1.0543 1.4058 0.5747  -0.7450
C: -0.1640 0.2256 0.7638  0.5853
O: 0.2806 -0.2019 1.7986  -0.5810
C: 0.9816 -0.0141 -0.5873  0.2809
O: 1.4893 1.2960 -0.6845  -0.7462
O: 1.9283 -0.9060 -0.1313  -0.7281
H: -1.7309 1.4960 1.4230  0.2306
H: -0.4321 2.2947 0.4906  0.2778
H: -1.6163 1.3280 -0.3524  0.2556
H: 0.6832 -0.3284 -1.5941  0.1608
H: 2.2894 1.2710 -1.2246  0.4824
H: 1.8967 -0.8944 0.8433  0.4914
C: -1.0759 -1.7492 -0.3730  0.2760
O: -1.6298 -1.0372 -1.1606  -0.5145
H: -0.7640 -2.7913 -0.5285  0.1393
H: -1.0816 -1.3947 0.7425  0.1348

HOMO energy: -0.3596 hartree
SMILES: CC(=O)C(O)O.C=O

Entry x
Density functional theory data (the ωB97M-V functional and the def2-TZVPD basis) for a structure of composition C4H8O4.

Last column: natural (NBO) charge in e.
Atoms and positions in Å:
C: 0.8131 0.5173 -1.1160  -0.8432
C: 1.1184 -0.1847 1.5321  -0.7405
C: 0.6896 -0.8524 0.2747  0.7504
O: 0.7442 -1.9581 -0.1255  -0.5494
H: 2.2031 -0.0869 1.5143  0.2510
H: 1.8887 0.3499 -1.0178  0.2278
H: 0.6164 1.5016 -0.6986  0.2176
H: 0.6646 0.4537 -2.1929  0.2371
H: 0.8070 -0.8284 2.3557  0.2517
H: 0.6266 0.7741 1.6558  0.2579
C: -1.3144 -0.1758 -1.0866  0.6151
O: -1.3538 -0.5649 0.3954  -0.3128
O: -1.8808 0.5480 1.1189  -0.4348
O: -2.1113 0.6691 -1.4210  -0.5889
H: -2.4214 0.9598 0.3987  0.4762
H: -1.0902 -1.1224 -1.5872  0.1850

HOMO energy: -0.3421 hartree

Relative stability in hartree, measured from the most stable structure: entry w 0.0000; entry x 0.1148

Entry w
Density functional theory data (the ωB97M-V functional and the def2-TZVPD basis) for a structure of composition H10LiO5.

Last column: natural (NBO) charge in e.
Atoms and positions in Å:
Li: -0.4573 0.3543 0.1011  0.9018
O: -1.9212 -0.5782 -1.0335  -0.9598
H: -1.6759 -0.8595 -1.9604  0.4955
H: -2.4957 -1.2836 -0.8144  0.4862
O: 1.3631 0.6670 1.1651  -0.9679
H: 2.0823 1.1452 0.7136  0.4834
H: 1.7651 0.3709 1.9859  0.5024
O: 1.1061 -0.8522 -1.0867  -0.9660
H: 2.0323 -0.7305 -0.8617  0.4827
H: 1.0321 -1.8081 -1.2088  0.4972
O: -1.3210 -0.5012 1.8689  -0.9744
H: -2.0679 -1.0643 1.9721  0.4990
H: -0.6299 -0.7006 2.5399  0.4970
O: 0.1317 1.8820 -0.8872  -0.9626
H: 1.0256 1.5075 -0.8792  0.4772
H: 0.0307 2.4513 -1.6146  0.5083

Charge: +1
HOMO energy: -0.5821 hartree

Entry x
Density functional theory data (the ωB97M-V functional and the def2-TZVPD basis) for a structure of composition H10LiO5.

Last column: natural (NBO) charge in e.
Atoms and positions in Å:
Li: -0.0274 -0.1352 0.3204  0.8932
O: 1.0021 -0.0570 -1.6427  -0.9746
H: 0.6994 0.8040 -2.1770  0.4983
H: 1.4407 -0.5075 -2.3077  0.4935
O: -2.0875 -0.7273 -0.5890  -0.9534
H: -1.7302 -1.3170 -1.2099  0.4925
H: -2.6636 -1.0602 -0.0280  0.4812
O: -0.8158 1.7735 0.5238  -0.9731
H: -1.5851 1.9041 -0.1029  0.5153
H: -0.3021 2.5513 0.4956  0.4804
O: 1.6957 0.8230 1.2187  -0.9649
H: 2.4069 0.5462 0.5007  0.5038
H: 1.3906 1.7398 0.9174  0.4804
O: 0.1163 -1.9263 1.0981  -0.9406
H: -0.3475 -2.6313 1.4415  0.4995
H: 0.8075 -1.7801 1.5409  0.4684

Charge: +1
HOMO energy: -0.5882 hartree

Relative stability in hartree, measured from the most stable structure: entry w 0.0000; entry x 0.0456

Entry w
Density functional theory data (the ωB97M-V functional and the def2-TZVPD basis) for a cluster of 2 separate species, C20H27NO3 in total.

Last column: natural (NBO) charge in e.
Atoms and positions in Å:
C: 4.0195 -0.9326 2.8897  -0.6262
C: 2.9640 0.1467 2.7527  -0.0694
O: 1.6644 -0.3975 2.7492  -0.5422
C: 0.7402 0.5688 2.4386  0.7373
C: -0.6367 0.1282 2.4946  -0.3914
C: -1.7306 1.0192 2.3100  0.4982
O: -1.5940 2.2087 2.0514  -0.6790
C: -3.1567 0.5243 2.4341  -0.4818
C: -3.3046 -0.8776 3.0512  -0.3966
C: -2.2630 -1.8361 2.4644  -0.3878
C: -0.8480 -1.3302 2.7777  -0.4049
O: 1.0712 1.7103 2.1362  -0.6810
H: 5.0364 -0.5375 2.8870  0.2107
H: 3.8773 -1.4863 3.8172  0.2121
H: 3.9364 -1.6524 2.0762  0.1983
H: 3.0014 0.8664 3.5836  0.1840
H: 3.0840 0.7273 1.8254  0.1758
H: -3.7176 1.2671 3.0102  0.2224
H: -3.6005 0.5394 1.4343  0.1933
H: -3.1564 -0.8246 4.1380  0.1951
H: -4.3227 -1.2672 2.9049  0.1947
H: -2.4000 -2.8605 2.8363  0.1988
H: -2.3991 -1.9037 1.3791  0.1771
H: -0.0938 -1.9035 2.2225  0.2030
H: -0.6255 -1.5062 3.8358  0.1865
C: -2.6636 3.5538 -1.7992  -0.4135
N: -2.1474 2.2123 -2.0635  -0.3225
C: -2.5198 1.5814 -3.3323  -0.4227
C: -1.1740 1.7040 -1.2525  0.2145
C: -0.5429 0.4945 -1.4559  -0.3666
C: 0.6004 0.1074 -0.7810  0.0478
C: 1.2707 -1.1405 -0.9691  -0.1588
C: 2.6266 -1.2888 -0.6092  -0.1298
C: 3.2813 -2.4819 -0.8084  -0.2210
C: 2.6063 -3.5680 -1.3439  -0.1613
C: 1.2689 -3.4519 -1.6884  -0.2373
C: 0.6088 -2.2581 -1.5131  -0.0947
H: -3.2794 3.9178 -2.6182  0.2121
H: -3.2623 3.5472 -0.8913  0.2357
H: -1.8333 4.2440 -1.6646  0.2190
H: -3.1104 2.2502 -3.9528  0.2230
H: -1.6293 1.3127 -3.8964  0.2149
H: -3.1044 0.6818 -3.1570  0.2170
H: -0.8580 2.3182 -0.4283  0.2677
H: -0.9219 -0.1471 -2.2276  0.2079
H: 1.0290 0.8026 -0.0826  0.2535
H: 3.1570 -0.4432 -0.2039  0.2242
H: 4.3241 -2.5741 -0.5448  0.2232
H: 3.1212 -4.5055 -1.4868  0.2192
H: 0.7371 -4.3036 -2.0802  0.2194
H: -0.4393 -2.1852 -1.7440  0.2022

HOMO energy: -0.2203 hartree

Entry x
Density functional theory data (the ωB97M-V functional and the def2-TZVPD basis) for the molecule C20H27NO3.

Last column: natural (NBO) charge in e.
Atoms and positions in Å:
C: -7.3102 -0.6771 -0.8343  -0.2556
O: -6.7391 -0.6831 0.4495  -0.5244
C: -5.4886 -1.3382 0.5207  -0.1111
C: -4.3936 -0.6184 -0.2011  0.2332
C: -3.9524 -0.6937 -1.4911  -0.3038
C: -2.9131 0.2597 -1.6119  -0.3103
C: -2.7970 0.8565 -0.3893  0.2639
C: -1.8381 1.8829 0.1312  -0.2566
N: -0.5732 1.3407 0.6058  -0.4424
C: -0.7323 0.4204 1.7176  -0.2259
C: 0.6299 0.1264 2.3372  -0.3903
C: 1.5900 -0.4204 1.2841  -0.4145
C: 1.6590 0.4856 0.0487  -0.0492
C: 2.3240 1.8289 0.4124  -0.0795
O: 2.5485 2.6697 -0.6952  -0.7234
C: 2.4492 -0.2016 -1.0883  -0.4212
C: 3.8462 -0.5913 -0.6986  -0.0387
C: 4.1232 -1.8624 -0.2105  -0.2103
C: 5.4094 -2.2138 0.1596  -0.2099
C: 6.4399 -1.2971 0.0439  -0.2215
C: 6.1769 -0.0312 -0.4515  -0.2253
C: 4.8907 0.3177 -0.8228  -0.1630
C: 0.2226 0.7321 -0.4421  -0.2240
O: -3.6918 0.3214 0.4679  -0.4016
H: -8.2786 -0.1912 -0.7349  0.1961
H: -6.6947 -0.1202 -1.5497  0.1731
H: -7.4501 -1.6995 -1.2078  0.1599
H: -5.2520 -1.3816 1.5864  0.2112
H: -5.5757 -2.3592 0.1180  0.1793
H: -4.3132 -1.3508 -2.2566  0.2277
H: -2.3401 0.4764 -2.4906  0.2266
H: -2.3061 2.4079 0.9683  0.2193
H: -1.6181 2.6053 -0.6597  0.2114
H: -1.3887 0.8833 2.4580  0.2051
H: -1.1966 -0.5282 1.3939  0.1643
H: 1.0322 1.0404 2.7732  0.2016
H: 0.5103 -0.6037 3.1398  0.2099
H: 2.5860 -0.5415 1.7131  0.2238
H: 1.2383 -1.4060 0.9681  0.2009
H: 3.3097 1.6394 0.8431  0.1883
H: 1.7043 2.3454 1.1531  0.1835
H: 1.6937 2.9694 -1.0211  0.4636
H: 1.8978 -1.0904 -1.4044  0.2092
H: 2.4959 0.4918 -1.9306  0.2266
H: 3.3265 -2.5878 -0.1246  0.2063
H: 5.6080 -3.2067 0.5370  0.2105
H: 7.4443 -1.5705 0.3327  0.2112
H: 6.9785 0.6864 -0.5520  0.2110
H: 4.6888 1.3042 -1.2129  0.2162
H: 0.2311 1.4022 -1.3068  0.1886
H: -0.2112 -0.2279 -0.7749  0.1801

HOMO energy: -0.3144 hartree
SMILES: COCc1ccc(CN2CCC[C@@](CO)(Cc3ccccc3)C2)o1

Relative stability in hartree, measured from the most stable structure: entry w 0.0576; entry x 0.0000

Entry w
Density functional theory data (the ωB97M-V functional and the def2-TZVPD basis) for a cluster of 2 separate species, C5H8ClN in total.

Last column: natural (NBO) charge in e.
Atoms and positions in Å:
C: -1.2607 1.2640 0.1051  0.1250
C: 2.6815 0.1529 0.6621  -0.6438
C: 1.9625 -0.6888 -0.3105  -0.6068
C: 1.8501 0.8052 -0.4236  0.2098
C: -2.6018 -0.7686 -0.3782  -0.4415
N: -1.4806 0.0403 -0.1217  -0.4194
Cl: -2.2060 2.7686 0.0239  -0.0831
H: 2.5398 0.0386 1.7517  0.2694
H: 3.7092 0.4890 0.7752  0.2593
H: 2.3293 -1.3234 -1.1218  0.2391
H: 1.1347 -1.2498 0.1003  0.2704
H: -0.2467 1.5584 0.2002  0.1889
H: -3.5086 -0.3114 -0.7528  0.1957
H: -2.7625 -1.2914 0.5880  0.2204
H: -2.1403 -1.4834 -1.0979  0.2167

HOMO energy: -0.3403 hartree

Entry x
Density functional theory data (the ωB97M-V functional and the def2-TZVPD basis) for a cluster of 2 separate species, C5H8ClN in total.

Last column: natural (NBO) charge in e.
Atoms and positions in Å:
C: 1.7085 -0.6987 1.4281  -0.4525
C: 1.7711 -0.1576 0.2077  0.0347
C: 1.8351 1.2378 -0.1633  -0.6927
Cl: 1.4290 -1.1939 -1.1312  -0.0281
H: 1.7836 -0.0208 2.2435  0.2018
H: 1.6533 -1.7526 1.5879  0.2092
H: 0.7995 1.3456 -0.5215  0.2736
H: 2.2963 1.8394 0.5594  0.2281
H: 2.4552 1.4205 -1.0834  0.2249
C: -2.3029 -1.8063 1.3623  -0.7363
C: -1.6577 -0.6782 0.7160  0.3044
N: -1.0323 0.0793 0.1613  -0.3490
H: -1.6529 -2.7416 1.2546  0.2665
H: -2.5017 -1.6496 2.4751  0.2569
H: -3.3424 -1.8776 0.9785  0.2586

HOMO energy: -0.3278 hartree
SMILES: C=C(C)Cl.CC#N

Relative stability in hartree, measured from the most stable structure: entry w 0.1717; entry x 0.0000